A molecular structure, C45H37AsBrClF5N5O9S3Ta in a non-equilibrium geometry, computed with ωB97M-V with the def2-TZVPD basis set.

Geometry (Å):
Ta 0.044 0.066 0.011
N 0.146 4.898 -0.091
C -0.827 4.778 -1.068
C -1.820 5.650 -1.493
C -2.590 5.234 -2.560
C -2.353 4.003 -3.190
C -1.363 3.146 -2.755
C -0.602 3.529 -1.653
N 0.455 2.889 -0.996
C 0.881 3.760 -0.112
C 2.118 3.612 0.656
C 2.562 4.434 1.648
S 4.097 3.922 2.182
C 4.039 2.636 1.044
N 2.968 2.589 0.318
H 0.294 5.689 0.510
H -1.979 6.609 -1.018
H -3.378 5.875 -2.930
H -2.955 3.723 -4.045
H -1.158 2.223 -3.279
H 2.074 5.282 2.098
H 4.856 1.937 0.949
O 1.415 1.894 -3.539
C 2.058 0.870 -4.118
C 2.238 0.999 -5.498
C 2.946 0.058 -6.210
C 3.507 -1.038 -5.557
C 3.315 -1.182 -4.202
C 2.567 -0.257 -3.455
C 2.347 -0.562 -2.021
O 1.333 0.085 -1.383
N 3.092 -1.465 -1.513
N 2.942 -1.843 -0.194
C 4.035 -2.335 0.251
S 5.536 -2.371 -0.664
C 6.347 -3.549 0.453
C 5.906 -3.233 1.866
S 4.102 -3.057 1.844
H 1.388 1.845 -2.568
H 1.824 1.875 -5.978
H 3.077 0.180 -7.277
H 4.088 -1.767 -6.104
H 3.731 -2.032 -3.678
H 7.424 -3.445 0.329
H 6.049 -4.558 0.171
H 6.347 -2.303 2.225
H 6.149 -4.037 2.559
F -5.995 -1.785 3.568
C -4.836 -1.393 3.051
C -4.461 -1.802 1.783
F -5.261 -2.588 1.062
C -3.252 -1.388 1.257
F -2.933 -1.777 0.007
C -2.373 -0.580 1.966
O -1.208 -0.187 1.460
C -2.791 -0.145 3.221
F -2.048 0.725 3.899
C -3.997 -0.553 3.763
F -4.355 -0.124 4.969
Br -3.730 2.257 0.115
C -4.154 1.676 -1.638
C -5.357 2.144 -2.145
C -5.772 1.777 -3.415
C -4.992 0.929 -4.187
C -3.799 0.456 -3.676
C -3.356 0.822 -2.403
C -2.041 0.266 -1.993
O -1.534 -0.684 -2.567
O -1.443 0.839 -0.962
H -5.966 2.799 -1.538
H -6.710 2.156 -3.798
H -5.312 0.640 -5.178
H -3.169 -0.200 -4.260
C -0.263 0.589 7.182
C -0.305 -0.527 6.181
C -1.065 -1.664 6.394
C -1.118 -2.674 5.442
Cl -2.115 -4.071 5.722
C -0.390 -2.576 4.276
C 0.376 -1.438 4.044
C 0.401 -0.418 4.976
O 1.048 0.780 4.797
C 1.861 1.006 3.668
C 1.114 1.087 2.337
O 0.263 1.916 2.081
O 1.463 0.218 1.404
H -0.753 0.293 8.107
H -0.764 1.475 6.789
H 0.766 0.876 7.402
H -1.633 -1.764 7.310
H -0.418 -3.373 3.546
H 0.934 -1.368 3.128
H 2.666 0.269 3.584
H 2.282 1.997 3.834
C 0.240 -2.815 -3.327
As -0.164 -3.042 -1.471
C 1.059 -4.354 -0.805
C -1.886 -3.861 -1.414
O -0.190 -1.805 -0.275
H 0.471 -3.835 -3.642
H 1.091 -2.167 -3.511
H -0.644 -2.431 -3.826
H 0.751 -5.321 -1.201
H 1.015 -4.359 0.282
H 2.071 -4.114 -1.123
H -1.799 -4.821 -1.922
H -2.614 -3.229 -1.915
H -2.178 -4.010 -0.376

DFT total energy ... -264191.461 eV
Charge ... +1
Largest force on an atom ... 0.026 hartree/bohr
Frontier orbital gap ... 7.49 eV
M ... 1354.2 g mol⁻¹

Atom charges from the Mulliken analysis, given in e for atoms 1 to 99: Ta 0.749; N 0.019; C 0.269; C -1.310; C -0.748; C -0.718; C -0.416; C 0.686; N 0.156; C -0.322; C 0.139; C -0.344; S -0.174; C -0.217; N -0.178; H 0.257; H 0.465; H 0.446; H 0.454; H 0.606; H 0.356; H 0.466; O -0.695; C 0.857; C -0.624; C -0.520; C -0.956; C -0.664; C 0.180; C -0.272; O 1.613; N 0.098; N -0.054; C 0.002; S -0.052; C -0.601; C -0.656; S 0.000; H 0.011; H 0.477; H 0.420; H 0.435; H 0.395; H 0.401; H 0.301; H 0.295; H 0.395; F -0.317; C 0.872; C 0.064; F -0.322; C -1.052; F -0.057; C 0.713; O 0.956; C -0.187; F -0.422; C 0.258; F -0.357; Br -0.020; C 0.196; C -0.753; C -0.629; C -0.883; C -0.559; C 0.481; C 0.390; O -0.628; O 0.071; H 0.491; H 0.435; H 0.442; H 0.483; C -1.506; C 1.261; C -0.744; C 0.010; Cl -0.251; C -0.978; C -0.424; C 0.287; O -0.444; C -1.041; C 0.825; O -0.400; O -0.491; H 0.441; H 0.285; H 0.316; H 0.412; H 0.573; H 0.601; H 0.277; H 0.149; C -0.704; As 1.051; C -1.261; C -1.310; O -0.305